{"formula": "C6H11NO", "method": "ωB97M-V/def2-TZVPD", "elements": ["C", "C", "C", "C", "N", "C", "C", "O", "H", "H", "H", "H", "H", "H", "H", "H", "H", "H", "H"], "xyz": [[1.886, 1.344, 0.052], [-2.199, -0.861, -0.192], [1.561, -0.104, -0.125], [-0.940, -0.066, 0.155], [-1.102, 1.365, 0.018], [0.326, -0.684, -0.477], [0.007, -0.537, 1.164], [2.697, -0.818, -0.367], [2.482, -1.751, -0.505], [-1.762, 1.608, -0.710], [-1.391, 1.766, 0.902], [0.274, -1.646, -0.969], [-0.185, -1.537, 1.552], [2.858, 1.551, -0.393], [1.113, 1.965, -0.394], [1.931, 1.572, 1.116], [-2.538, -0.641, -1.207], [-2.022, -1.934, -0.120], [-3.000, -0.592, 0.499]], "homo_ha": -0.2879, "lumo_ev": 0.8, "homo_lumo_gap_ev": 8.6, "energy_ha": -365.08540, "relative_energy_kcal_mol": 91.7}